<a>
This record from the Open Molecules 2025 dataset describes a single C4H8O2 molecule. The level of theory is ωB97M-V/def2-TZVPD.

Each line ends with the natural charge from an NBO analysis.
Element x y z (Å)
C (1.111, 2.006, 0.459)  -0.623
C (0.250, 1.067, -0.358)  -0.094
O (0.886, -0.228, -0.324)  -0.529
C (0.268, -1.276, -0.866)  0.500
O (-0.899, -1.031, -1.369)  -0.545
C (-1.107, -2.255, -0.123)  -0.382
H (1.194, 1.649, 1.490)  0.212
H (2.118, 2.077, 0.038)  0.216
H (0.666, 3.006, 0.474)  0.213
H (-0.760, 0.979, 0.053)  0.183
H (0.156, 1.399, -1.397)  0.187
H (-0.952, -3.227, -0.578)  0.234
H (-2.159, -1.970, -0.068)  0.204
H (-0.670, -2.200, 0.879)  0.224

HOMO energy in eV: -8.37
HOMO-LUMO gap in eV: 9.11

<b>
This record from the Open Molecules 2025 dataset describes a single C4H8O2 molecule. The level of theory is ωB97M-V/def2-TZVPD.

Each line ends with the natural charge from an NBO analysis.
Element x y z (Å)
C (1.600, -0.623, -0.959)  -0.650
C (0.546, 0.461, -0.753)  -0.073
O (0.355, 0.829, 0.604)  -0.522
C (-0.590, -0.004, 1.213)  -0.186
C (-1.992, 0.396, 0.785)  0.416
O (-2.991, -0.149, 1.177)  -0.511
H (1.753, -1.233, -0.058)  0.219
H (2.565, -0.177, -1.215)  0.217
H (1.291, -1.313, -1.750)  0.214
H (0.826, 1.391, -1.244)  0.194
H (-0.416, 0.154, -1.193)  0.159
H (-0.509, 0.098, 2.299)  0.222
H (-0.440, -1.062, 0.970)  0.193
H (-2.007, 1.251, 0.071)  0.108

HOMO energy in eV: -9.71
HOMO-LUMO gap in eV: 10.66
SMILES string: CCOCC=O

Most stable structure - <b>; separation to the second - 3.188 eV.

<a>
This record from the Open Molecules 2025 dataset describes a single C4H8O2 molecule. The level of theory is ωB97M-V/def2-TZVPD.

Each line ends with the natural charge from an NBO analysis.
Element x y z (Å)
O (0.168, -0.435, -1.418)  -0.541
C (0.676, 0.830, -0.678)  -0.352
C (-1.149, -0.341, -0.578)  -0.067
C (-0.983, -0.091, 0.938)  -0.104
O (0.313, -0.467, 1.323)  -0.547
C (1.276, 0.299, 0.563)  -0.162
H (0.749, -1.233, -1.267)  0.488
H (1.356, 1.347, -1.340)  0.171
H (-1.548, -1.334, -0.768)  0.166
H (-1.726, 0.448, -1.064)  0.233
H (-1.669, -0.745, 1.497)  0.191
H (-1.200, 0.958, 1.197)  0.185
H (1.614, 1.173, 1.134)  0.193
H (2.124, -0.409, 0.463)  0.146

HOMO energy in eV: -7.08
HOMO-LUMO gap in eV: 7.75

<b>
This record from the Open Molecules 2025 dataset describes a single C4H8O2 molecule. The level of theory is ωB97M-V/def2-TZVPD.

Each line ends with the natural charge from an NBO analysis.
Element x y z (Å)
C (1.115, 0.677, -0.083)  -0.282
C (1.622, -0.409, -0.648)  -0.312
O (-0.415, -1.432, 0.878)  -0.728
C (-1.499, -0.643, 0.609)  0.235
O (-1.235, 0.702, 0.510)  -0.526
C (-0.275, 1.087, -0.425)  -0.109
H (0.241, -0.727, 1.333)  0.480
H (1.768, 1.331, 0.457)  0.213
H (1.114, -0.947, -1.440)  0.196
H (2.616, -0.746, -0.414)  0.196
H (-2.209, -0.750, 1.420)  0.145
H (-1.914, -1.000, -0.325)  0.128
H (-0.394, 2.158, -0.467)  0.198
H (-0.535, 0.699, -1.405)  0.166

HOMO energy in eV: -9.58
HOMO-LUMO gap in eV: 10.60
SMILES string: C=CCOCO

<c>
This record from the Open Molecules 2025 dataset describes a single C4H8O2 molecule. The level of theory is ωB97M-V/def2-TZVPD.

Each line ends with the natural charge from an NBO analysis.
Element x y z (Å)
C (1.938, 0.329, -0.407)  -0.632
C (0.824, -0.514, 0.380)  0.551
O (0.814, 0.321, 1.273)  -0.562
C (-0.575, -1.061, -0.084)  -0.524
C (-1.654, -0.012, 0.276)  -0.058
O (-1.371, 1.248, -0.293)  -0.717
H (2.931, 0.039, -0.071)  0.228
H (1.676, 0.087, -1.410)  0.196
H (1.852, 1.447, -0.304)  0.218
H (-0.549, -1.192, -1.170)  0.223
H (-0.862, -2.035, 0.334)  0.237
H (-1.755, 0.062, 1.367)  0.179
H (-2.629, -0.323, -0.120)  0.187
H (-0.639, 1.604, 0.228)  0.474

HOMO energy in eV: -8.88
HOMO-LUMO gap in eV: 9.15
SMILES string: CC(=O)CCO

Most stable structure - <b>; separation to the second - 0.749 eV.

<a>
This record from the Open Molecules 2025 dataset describes a single C4H8O2 molecule. The level of theory is ωB97M-V/def2-TZVPD.

Each line ends with the natural charge from an NBO analysis.
Element x y z (Å)
C (1.552, 0.884, -0.242)  -0.261
O (0.961, -0.308, -0.723)  -0.545
C (0.301, -1.060, 0.277)  -0.054
C (-1.193, -0.659, 0.420)  -0.549
C (-1.494, 0.520, -0.481)  0.459
O (-1.584, 1.658, -0.084)  -0.531
H (1.970, 1.400, -1.109)  0.197
H (2.362, 0.660, 0.468)  0.166
H (0.821, 1.546, 0.243)  0.186
H (0.818, -0.949, 1.241)  0.175
H (0.383, -2.108, -0.022)  0.192
H (-1.441, -0.374, 1.446)  0.227
H (-1.841, -1.493, 0.122)  0.221
H (-1.614, 0.285, -1.557)  0.117

HOMO energy in eV: -9.81
HOMO-LUMO gap in eV: 10.79
SMILES string: COCCC=O

<b>
This record from the Open Molecules 2025 dataset describes a single C4H8O2 molecule. The level of theory is ωB97M-V/def2-TZVPD.

Each line ends with the natural charge from an NBO analysis.
Element x y z (Å)
C (-1.295, -1.156, -0.925)  -0.257
O (-0.208, -0.255, -1.025)  -0.526
C (0.411, -0.018, 0.216)  -0.008
C (1.658, 0.824, -0.020)  -0.619
C (-0.566, 0.710, 1.137)  0.420
O (-0.809, 0.396, 2.277)  -0.506
H (-1.505, -1.494, -1.943)  0.200
H (-1.038, -2.021, -0.292)  0.174
H (-2.185, -0.658, -0.508)  0.171
H (0.676, -0.970, 0.699)  0.178
H (2.290, 0.352, -0.780)  0.231
H (1.401, 1.831, -0.369)  0.214
H (2.233, 0.910, 0.907)  0.221
H (-1.053, 1.579, 0.634)  0.108

HOMO energy in eV: -9.69
HOMO-LUMO gap in eV: 10.69
SMILES string: CO[C@@H](C)C=O

<c>
This record from the Open Molecules 2025 dataset describes a molecular structure, C4H8O2. The level of theory is ωB97M-V/def2-TZVPD.

Each line ends with the natural charge from an NBO analysis.
Element x y z (Å)
C (1.933, 0.270, -0.282)  -0.657
C (1.002, -0.774, 0.292)  0.017
O (0.216, -0.330, 1.416)  -0.510
C (-0.655, -0.545, 0.395)  0.023
C (-1.465, 0.633, -0.033)  -0.126
O (-2.753, 0.642, -0.477)  -0.674
H (1.364, 1.144, -0.629)  0.209
H (2.493, -0.129, -1.138)  0.219
H (2.662, 0.636, 0.460)  0.223
H (1.448, -1.771, 0.469)  0.178
H (-1.214, -1.487, 0.318)  0.190
H (-0.756, 0.030, -0.900)  0.248
H (-1.053, 1.632, -0.009)  0.195
H (-3.221, 0.049, 0.119)  0.466

HOMO energy in eV: -7.89
HOMO-LUMO gap in eV: 8.68

<d>
This record from the Open Molecules 2025 dataset describes a single C4H8O2 molecule. The level of theory is ωB97M-V/def2-TZVPD.

Each line ends with the natural charge from an NBO analysis.
Element x y z (Å)
O (1.416, -1.410, -0.748)  -0.734
C (1.258, -0.005, -0.767)  -0.062
C (0.409, 0.592, 0.355)  -0.291
C (-1.017, 1.028, 0.067)  -0.446
C (-0.762, -0.157, 0.931)  0.090
O (-1.056, -1.469, 0.517)  -0.710
H (0.762, -1.785, -0.144)  0.488
H (0.849, 0.306, -1.742)  0.156
H (2.263, 0.429, -0.702)  0.180
H (0.958, 1.200, 1.071)  0.221
H (-1.374, 0.841, -0.946)  0.210
H (-1.410, 1.938, 0.512)  0.225
H (-0.945, -0.059, 1.998)  0.196
H (-1.350, -1.448, -0.401)  0.477

HOMO energy in eV: -9.83
HOMO-LUMO gap in eV: 10.74
SMILES string: OC[C@H]1C[C@H]1O

Most stable structure - <b>; separation to the second - 0.253 eV.

<a>
This record from the Open Molecules 2025 dataset describes a single C4H8O2 molecule. The level of theory is ωB97M-V/def2-TZVPD.

Each line ends with the natural charge from an NBO analysis.
Element x y z (Å)
O (-0.749, -1.614, 0.973)  -0.690
C (-1.232, -1.070, -0.140)  0.277
C (-1.205, 0.423, 0.075)  -0.579
C (0.037, 0.984, -0.665)  -0.408
C (1.266, 0.113, -0.403)  -0.073
O (1.626, 0.046, 0.959)  -0.724
H (-0.687, -2.572, 0.840)  0.505
H (1.048, -0.887, -0.809)  0.158
H (-2.108, 0.856, -0.364)  0.236
H (-1.168, 0.694, 1.141)  0.205
H (-0.140, 1.014, -1.747)  0.214
H (0.212, 2.014, -0.334)  0.218
H (2.146, 0.482, -0.934)  0.186
H (0.953, -0.483, 1.409)  0.473

HOMO energy in eV: -8.86
HOMO-LUMO gap in eV: 9.54

<b>
This record from the Open Molecules 2025 dataset describes a single C4H8O2 molecule. The level of theory is ωB97M-V/def2-TZVPD.

Each line ends with the natural charge from an NBO analysis.
Element x y z (Å)
C (-0.376, 1.566, 0.026)  -0.622
C (-0.133, 0.088, -0.218)  0.071
C (-1.323, -0.784, 0.143)  -0.625
O (0.985, -0.293, 0.624)  -0.511
C (2.006, -0.930, 0.044)  0.653
O (2.091, -1.253, -1.113)  -0.592
H (-1.210, 1.917, -0.591)  0.215
H (-0.619, 1.748, 1.078)  0.212
H (0.514, 2.149, -0.229)  0.219
H (0.160, -0.088, -1.257)  0.211
H (-1.103, -1.839, -0.046)  0.221
H (-2.191, -0.499, -0.462)  0.216
H (-1.583, -0.663, 1.200)  0.212
H (2.783, -1.120, 0.799)  0.120

HOMO energy in eV: -10.68
HOMO-LUMO gap in eV: 11.67
SMILES string: CC(C)OC=O

Most stable structure - <b>; separation to the second - 2.979 eV.